[1]
ORCA calculation (the ωB97M-V functional and the def2-TZVPD basis) on one molecule with the formula C2H4BNO2.

* SMILES string: COB(O)C#N

XYZ file:
```
10
Properties=species:S:1:pos:R:3:forces:R:3:nbo_charge:R:1
B 0.700706 -0.204110 -0.000462 -0.2 -0.1 0.0 1.024
C 2.215832 0.135224 -0.000427 0.0 -0.1 0.0 -0.029
C -1.549467 0.670514 0.000103 -0.4 -0.2 0.0 -0.247
N 3.346709 0.323315 0.000703 0.3 0.1 0.0 -0.281
O 0.255164 -1.485811 -0.000018 -0.3 0.1 0.0 -0.868
O -0.146928 0.833326 -0.000328 0.4 0.3 0.0 -0.671
H -1.989163 1.667427 0.009710 0.0 -0.1 0.0 0.194
H -1.870340 0.112563 0.882051 0.0 0.1 0.0 0.185
H -1.872297 0.129011 -0.891390 0.0 0.1 0.0 0.185
H 0.909788 -2.181456 0.000062 0.3 -0.1 0.0 0.509
```
Forces are in eV/Å.

[2]
ORCA calculation (the ωB97M-V functional and the def2-TZVPD basis) on one molecule with the formula C2H4Br2 in a non-equilibrium geometry.

* SMILES string: BrCCBr

XYZ file:
```
8
Properties=species:S:1:pos:R:3:forces:R:3:nbo_charge:R:1
Br -1.404470 1.105009 1.424270 0.5 -0.1 -0.1 -0.012
C 0.184670 0.161799 0.769250 -0.9 -0.3 -0.9 -0.457
C 0.124580 -0.055051 -0.728280 -0.1 -0.6 -0.6 -0.403
Br -1.137060 -1.558161 -1.254320 0.9 1.1 0.4 -0.048
H 0.141130 -0.827761 1.224180 0.4 0.3 0.3 0.237
H 1.095900 0.725289 0.969840 -0.3 0.0 0.4 0.232
H 1.124300 -0.349401 -1.047700 -0.1 -0.4 -0.1 0.221
H -0.129050 0.798279 -1.357240 -0.4 0.0 0.4 0.230
```
Forces are in eV/Å.

In the order shown, the computed energy above the lowest of the compared OMol25 structures with the same formula, charge and spin values come out to 0.00; 23.85 kJ/mol.
In the order shown, the computed LUMO energy values come out to 0.36; 0.65 eV.
In the order shown, the computed DFT total energy values come out to -8402.637; -142223.727 eV.